<A>
Below is a 2-piece molecular cluster, C2H8S2 overall, with properties calculated with ωB97M-V/def2-TZVPD.

Geometry (Å):
1 C 1.3498 0.2915 3.3998
2 S 1.3524 -1.4422 2.9886
3 H 1.1188 0.9183 2.5221
4 H 2.3574 0.5536 3.7640
5 H 0.6189 0.5162 4.1947
6 H 0.0932 -1.5179 2.5078
7 C -1.2173 0.0742 -2.7749
8 S -0.3407 0.7553 -4.1471
9 H -2.1939 0.5666 -2.6320
10 H -0.6250 0.1929 -1.8520
11 H -1.3877 -1.0018 -2.9476
12 H -1.1258 0.0932 -5.0233

Output
HOMO level: -0.3317 hartree
SMILES: CS.CS
LUMO energy: 0.65 eV
Gap between HOMO and LUMO: 0.355 Ha

***

<B>
Below is a 2-piece molecular cluster, C2H8S2 overall, with properties calculated with ωB97M-V/def2-TZVPD.

Geometry (Å):
1 C -1.6023 -0.5775 -0.0224
2 C -2.0821 -0.9877 1.3098
3 S -0.7000 -1.6756 2.2035
4 H -1.1984 -1.4309 -0.4718
5 H -0.9158 0.2319 -0.2164
6 H -2.5202 -0.2971 -0.6178
7 H -2.5665 -0.2168 1.8811
8 H -2.8052 -1.7325 0.9303
9 H -1.4872 -2.4966 2.9419
10 S 5.2455 3.4465 -2.7020
11 H 6.4015 3.0131 -2.0317
12 H 4.2307 2.7233 -3.2047

Output
HOMO level: -0.3341 hartree
SMILES: CCS.S
LUMO energy: 0.55 eV
Gap between HOMO and LUMO: 0.354 Ha

***

<C>
Below is a 2-piece molecular cluster, C2H8S2 overall, with properties calculated with ωB97M-V/def2-TZVPD.

Geometry (Å):
1 C 1.6465 -0.3561 1.5972
2 S 0.8341 1.1542 2.0073
3 H 2.6854 -0.0891 1.6401
4 H 1.5134 -1.1071 2.3592
5 H 1.4007 -0.9157 0.6515
6 H 0.1307 0.5998 2.8857
7 C -1.4325 0.5690 -2.0739
8 S -0.6388 -1.1060 -1.8998
9 H -2.5159 0.4404 -1.9068
10 H -1.0874 1.3599 -1.4035
11 H -1.3090 0.7766 -3.0974
12 H -1.2271 -1.3258 -0.7595

Output
HOMO level: -0.3318 hartree
SMILES: CS.CS
LUMO energy: 0.87 eV
Gap between HOMO and LUMO: 0.364 Ha

***

<D>
Below is a 2-piece molecular cluster, C2H8S2 overall, with properties calculated with ωB97M-V/def2-TZVPD.

Geometry (Å):
1 C -2.2551 0.5695 -0.3801
2 S -1.5789 -1.0862 -0.1116
3 S -0.7982 -0.8780 1.7837
4 H -1.4924 1.3412 -0.2928
5 H -2.9853 0.8405 0.3929
6 H -2.8452 0.6212 -1.2936
7 H 0.5157 -0.6315 1.5678
8 C 2.2285 -0.1101 -0.3270
9 H 2.1836 -1.1975 -0.1863
10 H 1.3078 0.4377 -0.4495
11 H 2.8859 -0.1704 -1.2011
12 H 2.8335 0.2638 0.4976

Output
HOMO level: -0.3353 hartree
SMILES: CSS.C
LUMO energy: 0.60 eV
Gap between HOMO and LUMO: 0.357 Ha

***

How far above the most stable structure does each one sit? In eV: <A> 0.199; <B> 1.371; <C> 0.523; <D> 0.000.

***

<A>
Below is one molecule with the formula C5H11NS2, with properties calculated with ωB97M-V/def2-TZVPD.

Geometry (Å):
1 C -1.2696 -0.6017 -1.0043
2 C 0.0857 -0.3294 -0.3458
3 C 0.5497 -1.6636 0.3885
4 N -0.1599 0.7464 0.5338
5 C -0.0425 2.0971 -0.1200
6 S 0.7703 0.8974 2.1611
7 C 2.5948 0.9623 2.5442
8 S 3.8812 0.7279 1.6388
9 H -1.2848 -1.3419 -1.7465
10 H -2.0566 -0.8318 -0.3572
11 H -1.6331 0.3140 -1.5502
12 H 0.8163 -0.0679 -1.1280
13 H 0.9447 -2.3236 -0.2883
14 H -0.3299 -2.1365 0.9542
15 H 1.2718 -1.3519 1.0564
16 H 0.7275 2.5636 0.2971
17 H 0.0852 1.9478 -1.1990
18 H -0.9513 2.5942 0.1076
19 H 2.5625 0.9755 3.6932

Output
HOMO level: -0.3141 hartree
SMILES: CC(C)N(C)SC=S
LUMO energy: -0.17 eV
Gap between HOMO and LUMO: 0.308 Ha

***

<B>
Below is C5H11NS2 as an isolated structure, with properties calculated with ωB97M-V/def2-TZVPD.

Geometry (Å):
1 C 1.7436 0.1437 2.0336
2 C -0.6412 0.7214 0.2201
3 C -1.8687 0.3525 1.1136
4 C -0.6460 -0.6359 -0.6085
5 C -0.3315 -0.5223 -2.1545
6 H 0.6597 -0.4922 2.4139
7 H 2.1960 0.7266 3.0317
8 H 2.6741 -0.5824 1.5204
9 H -0.8227 1.4975 -0.4764
10 H -2.6377 1.1099 1.1733
11 H -1.5574 -0.0128 2.0548
12 H 0.0651 -1.2994 -0.2160
13 H -0.9407 0.2002 -2.7565
14 H -0.3757 -1.5398 -2.4559
15 H 1.7661 -0.7553 -1.7355
16 H 1.1118 0.7432 -1.7305
17 N 1.0506 -0.1412 -2.2606
18 S 0.9438 1.4382 0.9347
19 S -2.3891 -0.9519 -0.1017

Output
HOMO level: -0.3178 hartree
LUMO energy: 0.60 eV
Gap between HOMO and LUMO: 0.340 Ha

***

How far above the most stable structure does each one sit? In eV: <A> 0.163; <B> 0.000.

***

<A>
Below is one molecule with the formula CH2N2O2S, with properties calculated with ωB97M-V/def2-TZVPD.

Geometry (Å):
1 C 0.2241 0.0799 -0.1380
2 N 0.7397 0.7025 -1.1423
3 N -0.9556 0.4181 0.3252
4 O 0.0973 -1.0936 1.8177
5 O 0.8475 -0.6954 0.7100
6 S 1.8655 0.3212 -2.1434
7 H -1.1738 -0.3256 0.9992
8 H -1.6446 0.5930 -0.4284

Output
HOMO level (spin up / spin down): -0.3436 / -0.3181 hartree
LUMO energy (spin up / spin down): -2.43 / -2.91 eV
Gap between HOMO and LUMO (spin up / spin down): 0.254 / 0.211 Ha

***

<B>
Below is a 2-piece molecular cluster, CH2N2O2S overall, with properties calculated with ωB97M-V/def2-TZVPD.

Geometry (Å):
1 C 1.3899 -0.3955 -2.0003
2 N 1.8939 -0.8284 -2.9277
3 N -0.2084 1.0678 1.1127
4 O -1.7156 -0.9510 -0.1203
5 O -0.8597 0.2753 1.9671
6 S -1.8124 -0.9140 1.3413
7 H 0.9693 0.0712 -1.1332
8 H 0.3430 1.6746 1.7604

Output
HOMO level (spin up / spin down): -0.3526 / -0.3827 hartree
LUMO energy (spin up / spin down): -0.90 / -1.47 eV
Gap between HOMO and LUMO (spin up / spin down): 0.319 / 0.329 Ha

***

How far above the most stable structure does each one sit? In eV: <A> 1.140; <B> 0.000.

***

<A>
Below is a 2-piece molecular cluster, CH2N2O2S overall, with properties calculated with ωB97M-V/def2-TZVPD.

Geometry (Å):
1 C 0.4153 0.6703 -0.3903
2 N -1.3155 0.5139 0.6635
3 N 0.8881 -0.6674 -0.2405
4 O 0.7944 -1.3859 -1.2068
5 O 1.2979 -1.0087 0.8505
6 S 0.8943 2.0261 -0.9354
7 H -1.1887 -0.2005 1.3731
8 H -1.7858 0.0522 -0.1141

Output
HOMO level (spin up / spin down): -0.3649 / -0.3648 hartree
LUMO energy (spin up / spin down): -1.53 / -1.53 eV
Gap between HOMO and LUMO (spin up / spin down): 0.309 / 0.309 Ha

***

<B>
Below is one molecule with the formula CH2N2O2S, with properties calculated with ωB97M-V/def2-TZVPD.

Geometry (Å):
1 C -0.1609 -0.0399 0.3321
2 N 1.9933 0.1331 -0.3806
3 N 0.8761 -0.4316 -0.5274
4 O -2.6514 0.9875 0.3771
5 O -1.1846 -1.0764 0.4979
6 S -1.8075 0.1185 -0.4257
7 H 0.3414 0.4870 1.1593
8 H 2.5936 -0.1782 -1.0327

Output
HOMO level: -0.3691 hartree
LUMO energy: -0.52 eV
Gap between HOMO and LUMO: 0.350 Ha

***

How far above the most stable structure does each one sit? In eV: <A> 2.471; <B> 0.000.

***

<A>
Below is one molecule with the formula CHCl3FOP, with properties calculated with ωB97M-V/def2-TZVPD.

Geometry (Å):
1 O 1.4073 0.8165 1.0173
2 P 0.9032 -0.0045 -0.0676
3 Cl 1.4693 0.6815 -1.8305
4 Cl 1.6127 -1.9278 -0.0409
5 C -0.9919 -0.1937 0.0344
6 F -1.3225 -0.8673 1.1617
7 Cl -1.3370 1.7686 0.3776
8 H -1.7410 -0.2734 -0.6520

Output
HOMO level: -0.4111 hartree
SMILES: O=P(Cl)(Cl)[C@@H](F)Cl
LUMO energy: -0.23 eV
Gap between HOMO and LUMO: 0.403 Ha

***

<B>
Below is a 2-piece molecular cluster, CHCl3FOP overall, with properties calculated with ωB97M-V/def2-TZVPD.

Geometry (Å):
1 C 0.6842 0.7425 0.3891
2 O -0.0933 -3.3461 0.1304
3 F -0.2246 -0.2081 -1.7853
4 P -0.5132 -0.5894 -0.2973
5 Cl 0.1087 2.3332 -0.0393
6 Cl 1.0218 0.5843 2.1607
7 Cl -2.4787 -0.1013 -0.3770
8 H 1.4951 0.5848 -0.1814

Output
HOMO level (spin up / spin down): -0.3898 / -0.3898 hartree
LUMO energy (spin up / spin down): -3.05 / -3.04 eV
Gap between HOMO and LUMO (spin up / spin down): 0.278 / 0.278 Ha

***

How far above the most stable structure does each one sit? In eV: <A> 0.000; <B> 6.347.

***

<A>
Below is C4H4ClFO as an isolated structure, with properties calculated with ωB97M-V/def2-TZVPD.

Geometry (Å):
1 C -2.0001 -0.0169 1.2422
2 C -1.3777 1.1395 0.4683
3 C -0.2524 0.5866 -0.2934
4 C 0.5598 -0.5800 -0.1246
5 H -1.6270 -1.2711 0.8621
6 H -1.4698 0.1648 2.5167
7 H -3.4502 -0.0448 1.1986
8 H 0.1603 1.3131 -0.8150
9 O -1.5169 2.4250 0.6922
10 F 0.2931 -1.7363 0.4899
11 Cl 2.0180 -0.6300 -1.2626

Output
HOMO level: -0.3744 hartree
LUMO energy: -1.02 eV
Gap between HOMO and LUMO: 0.337 Ha

***

<B>
Below is a 2-piece molecular cluster, C4H4ClFO overall, with properties calculated with ωB97M-V/def2-TZVPD.

Geometry (Å):
1 F -0.6795 1.5609 1.6053
2 C -1.3387 0.7266 0.7454
3 C -2.3665 0.4638 0.0532
4 C -1.0331 -0.5032 0.0088
5 H -3.2959 0.6604 -0.2355
6 H -0.9876 -1.5114 0.3440
7 H -0.5502 -0.4137 -0.9078
8 O 2.1577 0.9301 -0.1899
9 C 2.5214 -0.1468 -0.5276
10 Cl 2.7849 -1.4160 0.6430
11 H 2.7874 -0.3506 -1.5388

Output
HOMO level: -0.3626 hartree
SMILES: FC1=CC1.O=CCl
LUMO energy: 0.63 eV
Gap between HOMO and LUMO: 0.386 Ha

***

How far above the most stable structure does each one sit? In eV: <A> 1.700; <B> 0.000.